# C3H10N2P

An isolated ion of composition C3H10N2P and charge +1 in a non-equilibrium geometry (ωB97M-V with the def2-TZVPD basis set, OMol25).

As for the structure (SMILES): C/[NH+]=C(/P)CN. As for the HOMO energy: -13.38 eV. As for the spin multiplicity: 1. The total charge is +1. Its energy above the lowest of the compared OMol25 structures with the same formula, charge and spin is 225.2 kJ/mol. As for the LUMO energy: -4.24 eV.

Each line ends with the Löwdin charge.
CARTESIAN COORDINATES (ANGSTROEM)
1 C -2.0654 0.9828 0.0710  -0.02
2 N -0.6802 1.3063 0.0871  -0.02
3 C 0.2001 0.3763 -0.0124  -0.39
4 P 2.0584 0.6539 0.0273  0.91
5 C 0.1043 -1.1974 -0.2589  -0.26
6 N 1.4655 -1.7018 -0.1318  -0.14
7 H -2.0943 -0.0604 -0.1614  0.07
8 H -2.5239 1.4597 0.9848  0.13
9 H -2.6122 1.4364 -0.7954  0.12
10 H -0.2204 2.2565 -0.0218  0.18
11 H 2.1643 0.3846 1.4431  -0.03
12 H 1.7809 1.9971 0.2302  -0.13
13 H -0.2097 -1.1896 -1.3437  0.14
14 H -0.6955 -2.0248 0.0397  0.17
15 H 1.7647 -2.3653 -0.8983  0.13
16 H 1.5634 -2.3144 0.7403  0.13

Forces on atoms 1 to 6 (eV/Å):
C -2.06 2.24 -0.52
N 2.47 0.37 -1.18
C 1.78 -2.54 0.72
P -0.22 0.17 0.11
C -1.92 -0.77 -1.59
N 0.24 -2.71 1.03